Entry from the OMol25 dataset: a 17-piece molecular cluster, H33O17 overall at a distorted geometry (the ωB97M-V functional and the def2-TZVPD basis).

For the energy relative to the best compared isomer or geometry (same formula, charge and spin), the calculation gives 331.0 kJ/mol. Its spin multiplicity is 2. The net charge is 0. For the electronic energy, the calculation gives -1298.568696 Ha.

```
50
Properties=species:S:1:pos:R:3:forces:R:3:mulliken_charge:R:1
O 2.45839 4.57437 1.16257 0.9 -2.4 1.4 -0.612
H 1.71673 3.99375 1.01299 -0.1 -0.3 0.2 0.281
H 1.91766 1.24271 -2.30999 0.2 4.3 -0.2 0.268
O -4.62784 0.47580 0.81983 -2.0 -3.2 -0.5 -0.709
H -0.06447 -1.89062 -0.81422 -3.1 -2.4 -0.2 0.399
H 4.58992 -2.80415 0.16089 2.4 0.0 1.3 0.348
O 0.94197 -3.45063 1.97157 -2.3 3.1 -1.3 -0.659
H 0.78083 -2.39090 -4.40380 -1.1 1.6 0.9 0.273
H 1.03643 -4.25714 1.50751 0.0 -1.4 -0.9 0.288
O -4.19105 2.00626 -1.46764 1.2 -1.2 -0.5 -0.646
H -4.33928 1.18611 -0.94585 -0.3 0.5 -0.1 0.398
H -3.44006 1.70010 -2.03197 -0.9 0.7 0.5 0.281
O 0.35457 -0.69296 1.92579 -0.9 1.7 -4.2 -0.576
H -0.20381 -0.32124 -0.86367 0.7 1.7 -1.4 0.511
O 3.86107 -3.32289 -0.10838 -0.6 -0.7 -0.1 -0.640
H 2.86968 -2.31977 1.01844 -0.2 1.2 2.1 0.320
H -2.99611 4.55700 1.96207 1.3 1.5 -0.3 0.317
O 2.16236 2.26949 -2.41985 1.9 -4.7 -0.9 -0.593
H 1.16738 1.67350 1.82274 2.7 -0.9 -0.4 0.270
H 1.50284 2.91127 -2.24423 -1.6 0.1 0.8 0.363
O -2.23752 -1.06233 -0.18461 0.6 -1.0 1.4 -0.763
H 3.48542 -2.56616 -0.51672 -1.7 0.7 -1.9 0.350
H -1.68871 -0.33074 -0.54761 -1.4 -0.5 1.0 0.302
O 0.31361 1.93200 2.02681 -2.0 2.4 -1.8 -0.545
H 2.18763 5.34238 0.75364 -0.7 2.9 -1.4 0.310
H -4.41440 1.34054 0.92825 0.8 4.2 0.7 0.273
O 0.61328 -1.31927 -0.58641 2.8 2.2 0.4 -0.539
H -0.10612 -4.00014 -2.32079 0.3 -0.4 -0.2 0.363
H 0.12687 1.58753 2.86164 -0.5 -0.9 2.0 0.218
O 1.26102 -3.05661 -4.82643 1.7 -2.2 -0.5 -0.607
H 0.89761 -0.50970 1.08018 -1.7 -0.2 1.8 0.275
H 0.42042 -2.77342 1.33105 1.8 -2.6 2.5 0.365
O -0.61972 0.52019 -1.38856 -0.7 -1.4 4.9 -0.708
H -0.10907 2.19653 -0.77732 -0.4 -0.2 -0.9 0.412
H -1.66792 4.61582 1.23273 0.0 0.3 0.0 0.329
O -1.84779 -1.72761 2.38532 -6.6 -4.1 1.7 -0.653
H -2.15073 -2.25273 3.21720 1.6 1.8 -2.4 0.302
H 1.07388 -0.92089 2.42149 3.0 -1.4 2.7 0.323
O 0.74677 -3.55233 -2.22192 -1.1 0.6 0.8 -0.632
H 0.44217 -2.65672 -1.96934 1.0 -1.0 -0.9 0.276
H -0.49388 0.85204 -2.21267 1.2 0.7 -4.1 0.218
O 2.77582 -1.68464 1.81543 1.0 -0.6 -1.6 -0.737
H -1.07296 -1.28959 2.33637 4.5 2.0 1.1 0.408
H -1.99278 -1.39085 0.77133 -0.7 1.0 -2.2 0.506
O -2.24996 5.19967 1.74259 -1.3 -1.8 0.3 -0.635
H 1.60896 -3.59719 -4.07599 -0.5 0.7 -1.0 0.343
H 2.57945 -2.32751 2.50415 0.0 -0.1 0.1 0.331
O 0.19511 3.11060 -0.88898 0.2 -0.2 4.0 -0.633
H 0.43951 3.12528 0.11890 -0.6 0.8 -2.6 0.288
H -3.81617 0.01656 0.93194 1.2 -1.0 0.0 0.377
```
Forces are in eV/Å.